9 unconnected molecules or ions with the total composition C36H77BF3N8O13PSi2, computed with ωB97M-V with the def2-TZVPD basis set.

XYZ file:
```
141
Properties=species:S:1:pos:R:3:forces:R:3:lowdin_charge:R:1
C -1.658413 0.930087 5.127487 1.1499 0.7868 0.4912 -0.22
Si -3.303554 0.775523 4.132081 -0.2547 0.1033 -1.1286 0.51
C -4.676549 1.743951 5.083542 -1.7051 0.7545 0.8876 -0.25
C -3.934577 -1.077260 3.967219 -0.8840 -1.0386 0.7781 -0.28
C -2.854581 -2.054700 3.199102 0.7001 1.1420 0.4231 -0.17
C -3.197078 -2.341077 1.621678 1.1391 1.2751 -0.0705 -0.34
F -4.153179 -1.324489 1.042581 2.8238 -2.6168 1.4686 -0.07
F -1.884718 -2.328037 0.895228 -3.2633 0.3970 1.4058 -0.08
Si -4.003393 -4.066282 1.271439 -3.1495 2.5610 -1.3403 0.69
F -4.819987 -3.910317 -0.328261 2.0486 -0.6455 3.4157 -0.24
C -5.409850 -4.354733 2.554559 -1.0581 0.6815 0.1417 -0.15
B -6.378118 -5.557324 1.936047 -0.3381 -0.6252 -0.0609 -0.50
O -7.686908 -5.186263 1.329554 3.3043 0.5979 0.8344 0.04
O -5.826727 -6.934427 1.999536 -0.1038 3.4025 0.5493 0.04
P -2.575839 -5.721500 1.062095 4.6213 -4.2212 0.5961 0.65
O -2.022556 -6.310530 2.420809 -2.4258 2.1474 -4.5620 -0.37
O -3.371948 -6.932312 0.041603 0.4149 4.0005 0.9184 -0.24
O -1.192189 -5.160385 0.101643 -3.3563 -1.6903 0.2408 -0.25
C -3.122226 1.403888 2.284639 -0.0723 1.5091 -3.7371 -0.23
C -1.686898 1.434385 1.462917 -3.9067 1.1821 -1.9399 -0.05
C -1.674591 1.944805 -0.122162 -4.1492 -0.4531 2.2613 -0.04
C -3.122920 2.389980 -0.793289 0.1104 -1.1315 3.2818 -0.06
C -4.560227 2.387192 0.005128 3.8387 -1.8534 2.5319 -0.05
C -4.556017 1.883723 1.569123 3.6639 0.1519 -2.7720 -0.07
H -1.176748 -0.084728 5.456452 -0.8990 1.9457 -0.5309 0.04
H -0.857006 1.544870 4.495652 -1.6806 -1.3966 1.3519 0.05
H -1.906756 1.596408 6.079038 0.6485 -1.5365 -1.8538 0.05
H -4.688361 1.534643 6.258361 0.1567 0.3190 -2.5204 0.05
H -4.614548 2.917949 4.961310 -0.0095 -2.3960 0.1437 0.06
H -5.754418 1.421275 4.691232 2.2316 0.7090 0.7910 0.04
H -4.096021 -1.428527 5.096607 0.4199 0.3684 -2.3615 0.09
H -5.018178 -1.133091 3.478913 2.3791 0.2068 0.8880 0.09
H -1.814691 -1.468628 3.219657 -2.1308 -1.4127 -0.3659 0.12
H -2.656264 -3.037130 3.839609 -0.6047 1.7750 -1.7971 0.13
H -5.056421 -4.546946 3.653398 -0.4123 0.1932 -2.1505 0.11
H -6.046785 -3.345956 2.587868 1.5355 -1.9376 -0.1174 0.11
H -7.718286 -4.181078 1.153195 0.2008 -2.4614 0.6183 0.13
H -4.925441 -6.915180 2.479636 -2.1471 -0.0633 -1.0686 0.11
H -4.028998 -6.367417 -0.495278 1.0882 -1.3719 0.8501 0.07
H -1.301839 -5.486315 -0.843318 0.1047 0.5742 1.5723 0.09
H -0.708871 1.065721 2.014641 -2.1985 0.9498 -1.4102 0.08
H -0.663022 1.965283 -0.732064 -2.6185 -0.0212 1.4908 0.06
H -3.139276 2.718981 -1.921323 0.1186 -0.6917 2.4920 0.07
H -5.600593 2.683814 -0.458575 2.9958 -0.7918 0.8595 0.04
H -5.572814 1.834680 2.167817 2.3669 0.1414 -1.3024 0.07
C 3.193975 4.925461 -1.895932 -0.1380 -0.0753 0.0618 -0.05
N 2.112160 3.997152 -1.641136 -0.1358 -0.5498 1.6257 -0.18
C 1.264841 3.591313 -2.742863 -0.3002 -0.0971 0.0199 -0.05
C 1.864778 3.488856 -0.383785 0.0106 0.2444 -1.0724 -0.29
O 0.969533 2.702647 -0.099774 1.0305 0.5490 -0.3054 -0.04
H 2.775939 5.855018 -2.292977 0.2427 -0.0154 -0.0398 0.10
H 3.872671 4.484026 -2.631364 0.0652 0.2135 0.0286 0.08
H 3.749902 5.144175 -0.980215 -0.1345 -0.0220 -0.1250 0.06
H 0.230742 3.868338 -2.517302 0.0017 -0.1354 -0.1031 0.09
H 1.321862 2.504322 -2.853943 -0.1381 0.0492 -0.0958 0.09
H 1.581161 4.073555 -3.671756 -0.0769 -0.1818 0.4717 0.05
H 2.566741 3.862026 0.379747 0.0214 0.0697 -0.0844 0.13
C -6.757583 -4.971487 -2.205839 0.0031 0.3581 -0.1662 -0.07
N -7.134242 -4.480494 -3.515058 -1.4458 -0.0474 -0.2038 -0.20
C -6.092574 -4.089217 -4.441496 -0.2236 0.0949 -0.2511 -0.05
C -8.452069 -4.374400 -3.905658 0.7412 0.1471 -0.4113 -0.33
O -8.838906 -3.968430 -4.994601 0.5390 -0.2647 0.7881 0.00
H -6.190009 -4.193878 -1.686550 -0.2417 -0.3646 -0.1039 0.06
H -6.134183 -5.861858 -2.328167 0.0075 -0.0613 0.2025 0.09
H -7.639129 -5.229170 -1.612627 0.0919 0.0057 -0.1498 0.08
H -6.231041 -3.037479 -4.709182 0.1766 -0.1230 -0.1024 0.09
H -6.175522 -4.696941 -5.347547 0.1457 0.1670 -0.0011 0.09
H -5.104833 -4.228432 -3.993786 -0.2473 0.0103 0.0179 0.09
H -9.161768 -4.697726 -3.126698 0.1155 -0.0296 0.0764 0.13
C 5.998292 4.335602 -6.580827 -0.1145 -0.1583 0.0396 -0.06
N 4.695267 4.001072 -6.044900 -0.7988 1.2424 0.4323 -0.20
C 4.310669 2.607746 -5.960145 -0.3189 0.0169 0.1329 -0.04
C 3.811269 4.967028 -5.613656 0.2043 -0.7678 -0.1779 -0.30
O 2.697228 4.753802 -5.151381 0.9912 -0.0071 -0.6594 -0.02
H 6.067225 3.956881 -7.604689 0.1989 0.0982 0.0482 0.09
H 6.766799 3.863760 -5.961865 0.1101 0.1125 -0.1659 0.09
H 6.156379 5.417451 -6.586836 -0.1042 -0.1770 0.0380 0.09
H 3.402494 2.452717 -6.550200 0.0823 -0.1715 0.1240 0.10
H 4.098470 2.360079 -4.915746 -0.0378 -0.1656 -0.1533 0.09
H 5.109205 1.962758 -6.336696 -0.1040 0.2235 0.0603 0.09
H 4.202840 5.991644 -5.722392 0.0837 -0.0895 -0.0331 0.14
C -10.642075 3.383910 0.082498 0.0986 -0.1279 -0.1134 -0.06
N -9.301433 3.045388 -0.347719 1.1232 0.9653 0.6408 -0.20
C -9.117626 1.927046 -1.248819 0.3386 -0.0221 -0.0664 -0.04
C -8.196666 3.754165 0.073732 -0.5740 -0.6427 -0.4521 -0.28
O -7.038567 3.521970 -0.250526 -1.7909 0.4609 0.0647 -0.03
H -11.074364 2.523794 0.601921 -0.1598 0.1627 -0.0046 0.09
H -11.245815 3.623317 -0.797578 -0.1330 0.0158 0.1829 0.09
H -10.634311 4.244093 0.757369 0.0840 -0.1430 -0.1233 0.09
H -8.465401 1.189315 -0.772021 -0.0585 -0.0356 -0.2131 0.09
H -8.635944 2.283234 -2.164379 -0.0420 -0.2273 0.0307 0.10
H -10.078308 1.465882 -1.493510 0.1528 0.1710 0.1097 0.09
H -8.448322 4.582797 0.755663 -0.0649 -0.0725 -0.0487 0.14
C 0.729681 -7.716809 0.798517 0.1194 -0.1443 -0.0129 -0.07
N 2.070322 -8.055331 0.368301 1.1307 0.9099 0.5649 -0.20
C 2.254129 -9.173673 -0.532800 0.3482 0.0256 -0.0052 -0.05
C 3.175088 -7.346554 0.789751 -0.4955 -0.7068 -0.4483 -0.32
O 4.333188 -7.578749 0.465493 -0.7708 -0.1061 -0.0135 -0.01
H 0.297390 -8.576925 1.317940 -0.1698 0.1783 -0.0017 0.10
H 0.125940 -7.477402 -0.081558 -0.1012 -0.0020 0.2116 0.08
H 0.737444 -6.856626 1.473389 0.0057 -0.1619 -0.1636 0.08
H 2.906355 -9.911404 -0.056001 -0.0641 -0.0374 -0.2227 0.09
H 2.735811 -8.817485 -1.448360 -0.0272 -0.2263 0.0185 0.09
H 1.293447 -9.634837 -0.777490 0.1426 0.1727 0.1237 0.09
H 2.923433 -6.517922 1.471682 -0.1346 -0.0578 -0.0408 0.13
C 7.504834 2.473995 0.193627 0.0487 0.1575 0.0104 -0.06
N 7.382017 3.905754 0.014795 -1.6128 0.5321 0.2597 -0.19
C 8.555112 4.666739 -0.360981 -0.0765 0.5171 -0.0448 -0.05
C 6.184334 4.565276 0.191095 1.1203 -0.2722 -0.1857 -0.33
O 6.011355 5.770344 0.056407 0.2518 -0.5745 -0.0002 -0.02
H 8.237752 2.277786 0.981540 -0.0694 -0.1797 -0.0912 0.09
H 7.846260 2.028546 -0.745179 -0.0104 -0.1664 0.1347 0.09
H 6.547050 2.028103 0.475155 0.1209 0.1119 -0.0510 0.09
H 8.750796 5.421288 0.406710 0.1874 -0.1517 -0.2386 0.06
H 8.361282 5.173346 -1.311200 0.1465 -0.0140 0.0231 0.09
H 9.424374 4.011512 -0.463541 -0.2401 0.0599 0.0933 0.09
H 5.358037 3.893450 0.475480 0.0938 -0.1248 -0.0097 0.12
C 6.013925 -4.359582 -1.574999 -0.1080 -0.0366 0.2219 -0.06
N 5.473847 -3.638268 -0.441412 0.0178 1.5638 -0.2413 -0.20
C 5.002637 -4.387742 0.704323 0.0024 0.1270 0.1882 -0.05
C 5.394758 -2.262123 -0.419802 -0.2122 -0.7092 0.5493 -0.33
O 4.950502 -1.591334 0.503741 0.3340 -0.6617 -0.5908 0.00
H 5.243021 -5.028680 -1.968053 0.2052 -0.0593 -0.1086 0.09
H 6.875270 -4.946200 -1.242860 -0.0481 -0.0668 -0.2255 0.09
H 6.330202 -3.673052 -2.364981 -0.0747 -0.0244 0.1749 0.08
H 3.944662 -4.161438 0.866978 0.0826 -0.0684 0.1411 0.09
H 5.568576 -4.079349 1.588487 -0.1799 -0.0937 0.0263 0.10
H 5.128962 -5.461631 0.542262 0.0157 0.2538 -0.0447 0.06
H 5.779551 -1.791967 -1.339518 0.0302 -0.1135 -0.0615 0.12
C 8.064884 7.697809 4.917338 -0.0299 -0.0159 -0.2243 -0.07
N 8.400843 7.154472 3.617755 1.2360 -1.0424 0.1655 -0.20
C 7.669047 7.615554 2.456576 0.0802 -0.2595 -0.2893 -0.04
C 9.394455 6.213218 3.452615 -0.6988 0.5833 -0.2722 -0.31
O 9.728366 5.713720 2.385255 -0.3498 0.4573 0.6469 -0.01
H 7.015920 7.475128 5.133118 0.0779 0.1233 0.1722 0.09
H 8.213956 8.781186 4.896764 -0.0810 -0.0450 0.2067 0.09
H 8.692442 7.263861 5.700464 -0.0642 0.0252 -0.1825 0.08
H 7.180609 6.759908 1.980884 -0.0375 0.3007 -0.1328 0.07
H 8.372552 8.059284 1.745717 -0.2107 -0.0100 -0.0629 0.10
H 6.917647 8.356603 2.742412 0.1804 -0.1694 0.0367 0.09
H 9.886561 5.932854 4.398246 -0.0814 0.0807 0.0331 0.13
```
Positions in Å, forces in eV/Å.

Properties
total energy = -110987.3266 eV
HOMO level = -0.2713 Eh
total charge = 0
SMILES string = C[Si](C)(CCC(F)(F)[Si@](F)(CB(O)O)P(=O)(O)O)c1ccccc1.CN(C)C=O.CN(C)C=O.CN(C)C=O.CN(C)C=O.CN(C)C=O.CN(C)C=O.CN(C)C=O.CN(C)C=O
LUMO = -0.016 Ha
orbital gap = 6.944 eV